This record from OMol25 describes a molecular structure, C19H23AuN6O4S2. The level of theory is ωB97M-V/def2-TZVPD.

Last column: natural (NBO) charge in e.
Atoms and positions in Å:
Au (-0.007, 0.484, -0.021)  1.3417
C (2.409, 2.883, -1.264)  -0.4134
N (2.454, 1.507, -0.797)  -0.4684
C (3.308, 1.373, 0.380)  -0.4194
C (2.798, 0.552, -1.845)  -0.2437
C (1.770, -0.533, -2.148)  -0.1008
C (2.083, -1.414, -3.184)  -0.1967
C (1.258, -2.468, -3.531)  -0.2127
C (0.081, -2.677, -2.833)  -0.2089
C (-0.265, -1.817, -1.801)  -0.2785
C (0.561, -0.750, -1.479)  -0.0470
H (3.390, 3.235, -1.618)  0.1688
H (2.088, 3.529, -0.444)  0.2074
H (1.689, 2.976, -2.078)  0.2008
H (4.339, 1.698, 0.178)  0.1650
H (3.311, 0.336, 0.714)  0.2273
H (2.895, 1.977, 1.187)  0.2034
H (3.737, 0.055, -1.582)  0.2082
H (2.996, 1.094, -2.775)  0.2030
H (3.013, -1.267, -3.725)  0.2078
H (1.540, -3.132, -4.338)  0.2155
H (-0.567, -3.507, -3.081)  0.2162
H (-1.173, -1.984, -1.238)  0.2202
N (-2.045, -0.750, 1.474)  -0.6762
N (-1.199, -1.594, 2.191)  -0.5122
C (0.193, -1.519, 2.147)  0.8747
O (0.817, -2.135, 2.983)  -0.6437
O (0.814, -0.841, 1.202)  -0.7474
H (-2.499, -0.062, 2.063)  0.3643
H (-2.750, -1.302, 1.003)  0.3552
H (-1.499, -1.902, 3.104)  0.3831
N (3.026, 7.234, 3.233)  -0.7896
C (2.119, 6.203, 3.084)  0.1971
C (0.777, 6.469, 2.798)  -0.2814
C (-0.136, 5.436, 2.694)  -0.1437
C (0.275, 4.121, 2.865)  -0.4352
C (1.602, 3.849, 3.178)  -0.0897
C (2.517, 4.875, 3.282)  -0.2939
S (-0.878, 2.795, 2.717)  2.3430
O (-0.502, 1.770, 3.641)  -0.9314
O (-2.193, 3.385, 2.761)  -0.9593
N (-0.656, 2.171, 1.226)  -0.9839
C (-1.207, 2.766, 0.147)  0.2448
S (-2.086, 4.220, -0.121)  0.4495
C (-2.240, 3.801, -1.803)  -0.4628
C (-1.672, 2.604, -2.058)  -0.0290
N (-1.093, 2.038, -0.954)  -0.5769
H (2.781, 8.120, 2.825)  0.3841
H (4.000, 7.000, 3.156)  0.3846
H (0.447, 7.493, 2.673)  0.2127
H (-1.178, 5.648, 2.496)  0.2388
H (1.908, 2.830, 3.379)  0.2334
H (3.545, 4.656, 3.544)  0.2144
H (-2.779, 4.438, -2.482)  0.2497
H (-1.654, 2.085, -3.002)  0.2314

Output
- Electronic energy: -2299.3156 Ha
- Energy relative to the best compared isomer or geometry (same formula, charge and spin): 22.89 kcal per mole
- Gap between HOMO and LUMO: 8.18 eV
- HOMO: -8.39 eV



This record from OMol25 describes a molecular structure, C19H23BBeF4N6OS2. The level of theory is ωB97M-V/def2-TZVPD.

Last column: natural (NBO) charge in e.
Atoms and positions in Å:
Be (1.927, -0.705, 1.759)  1.6180
C (1.408, 3.052, 2.958)  -0.6828
C (1.353, 1.586, 2.713)  0.2742
N (1.693, 1.017, 1.623)  -0.4392
N (2.185, 1.740, 0.568)  -0.4777
C (3.180, 1.058, 0.037)  0.2954
N (3.730, 1.560, -1.098)  -0.7940
S (3.807, -0.422, 0.694)  -0.4264
C (0.997, 0.590, 3.754)  0.1912
C (0.368, 0.872, 4.946)  -0.2303
C (0.037, -0.184, 5.787)  -0.1275
C (0.336, -1.478, 5.407)  -0.2361
C (0.983, -1.687, 4.199)  0.0990
N (1.326, -0.673, 3.410)  -0.6266
H (1.342, 3.581, 2.013)  0.2595
H (0.612, 3.383, 3.624)  0.2257
H (2.366, 3.303, 3.421)  0.2455
H (3.493, 2.507, -1.344)  0.3945
H (4.634, 1.218, -1.369)  0.4054
H (0.124, 1.892, 5.205)  0.2303
H (-0.463, 0.009, 6.728)  0.2278
H (0.073, -2.324, 6.025)  0.2356
H (1.247, -2.676, 3.851)  0.2555
C (0.509, 2.246, -2.752)  -0.6079
C (-0.846, 2.438, -2.073)  -0.4092
C (-0.969, 1.669, -0.766)  -0.2221
N (-1.026, 0.241, -1.049)  -0.5908
C (-1.272, -0.700, -0.139)  0.3246
S (-1.481, -0.382, 1.487)  -0.2997
N (-1.301, -2.007, -0.586)  -0.6607
C (-1.364, -2.522, -1.888)  0.6674
O (-0.918, -3.616, -2.124)  -0.5290
C (-2.071, -1.727, -2.946)  -0.1951
C (-1.598, -1.802, -4.250)  -0.1632
C (-2.260, -1.131, -5.267)  -0.2172
C (-3.411, -0.408, -4.984)  -0.1924
C (-3.899, -0.351, -3.684)  -0.2376
C (-3.226, -1.003, -2.663)  -0.1219
H (0.587, 2.855, -3.653)  0.2133
H (0.682, 1.208, -3.048)  0.1998
H (1.315, 2.530, -2.073)  0.2066
H (-1.655, 2.137, -2.746)  0.2039
H (-0.997, 3.496, -1.852)  0.2124
H (-1.868, 1.950, -0.218)  0.2143
H (-0.112, 1.877, -0.121)  0.2183
H (-0.780, -0.046, -1.982)  0.4097
H (-1.140, -2.703, 0.137)  0.4604
H (-0.712, -2.391, -4.451)  0.2367
H (-1.884, -1.181, -6.281)  0.2195
H (-3.935, 0.107, -5.780)  0.2170
H (-4.803, 0.203, -3.465)  0.2186
H (-3.599, -0.957, -1.646)  0.2177
F (2.049, -3.976, 0.035)  -0.5210
B (1.470, -3.576, 1.185)  1.3879
F (0.148, -3.931, 1.333)  -0.5467
F (2.220, -3.778, 2.324)  -0.5493
F (1.387, -1.988, 1.072)  -0.6811

Output
- Electronic energy: -2377.4585 Ha
- Energy relative to the best compared isomer or geometry (same formula, charge and spin): 5.87 kcal per mole
- Gap between HOMO and LUMO: 7.44 eV
- HOMO: -8.28 eV



This record from OMol25 describes 2 unconnected molecules or ions with the total composition C19H23BF3O9 in a non-equilibrium geometry. The level of theory is ωB97M-V/def2-TZVPD.

Last column: natural (NBO) charge in e.
Atoms and positions in Å:
C (-5.202, -2.311, 1.796)  -0.2820
O (-4.101, -1.744, 2.585)  -0.5577
C (-2.811, -1.796, 1.882)  -0.1237
C (-2.433, -0.423, 1.044)  -0.0371
C (-1.885, 0.821, 1.648)  -0.0769
C (-1.629, 0.977, 3.259)  0.1768
C (-3.056, 1.315, 4.040)  -0.6662
F (-0.848, -0.116, 3.882)  -0.3793
C (-1.548, 2.153, 0.693)  0.5125
O (-1.364, 3.386, 1.240)  -0.5527
C (-1.499, 1.930, -0.930)  -0.0197
C (-0.817, 3.071, -1.923)  -0.4453
C (0.819, 2.932, -1.699)  -0.4130
C (1.507, 1.689, -2.515)  -0.4333
C (1.518, 0.254, -1.723)  -0.4409
C (2.860, 0.029, -0.761)  -0.1107
O (2.864, 0.981, 0.358)  -0.5355
C (3.775, 2.112, 0.143)  0.7952
C (4.102, 3.049, 1.489)  -0.7218
O (4.329, 2.498, -1.007)  -0.6194
C (-2.067, 0.686, -1.582)  -0.2589
C (-2.698, -0.472, -0.603)  0.5009
O (-3.397, -1.475, -1.191)  -0.5367
H (-4.885, -2.890, 0.831)  0.2090
H (-5.747, -3.114, 2.491)  0.1827
H (-6.037, -1.547, 1.483)  0.1844
H (-1.997, -2.077, 2.710)  0.2426
H (-2.732, -2.681, 1.085)  0.2283
H (-0.970, 1.964, 3.392)  0.2097
H (-3.913, 0.555, 3.806)  0.2465
H (-2.901, 1.525, 5.196)  0.2294
H (-3.412, 2.359, 3.582)  0.2271
H (-1.153, 4.123, -1.487)  0.2405
H (-1.154, 2.967, -3.039)  0.2298
H (1.092, 2.959, -0.539)  0.2231
H (1.285, 3.928, -2.147)  0.2151
H (2.601, 1.906, -2.869)  0.2489
H (0.856, 1.538, -3.505)  0.1948
H (1.473, -0.594, -2.552)  0.2533
H (0.595, 0.086, -1.000)  0.2057
H (3.859, -0.042, -1.364)  0.2244
H (2.698, -1.049, -0.275)  0.2342
H (3.023, 3.357, 1.898)  0.2347
H (4.613, 4.055, 1.166)  0.2455
H (4.664, 2.460, 2.330)  0.2458
H (-2.035, 0.596, -2.755)  0.2628
B (2.157, -4.777, -1.038)  1.2634
O (2.460, -3.404, -1.457)  -0.6663
C (2.997, -3.474, -2.683)  0.6612
O (3.363, -2.504, -3.326)  -0.5715
C (3.067, -4.846, -3.106)  0.6518
O (3.504, -5.249, -4.172)  -0.5585
O (2.575, -5.642, -2.147)  -0.6523
F (0.730, -4.924, -0.798)  -0.5606
F (2.905, -5.109, 0.165)  -0.5598

Output
- Electronic energy: -1739.3098 Ha
- Gap between HOMO and LUMO: 6.89 eV
- HOMO: -7.13 eV
- Net charge: -1



This record from OMol25 describes 2 unconnected molecules or ions with the total composition C19H23BNO6 in a non-equilibrium geometry. The level of theory is ωB97M-V/def2-TZVPD.

Last column: natural (NBO) charge in e.
Atoms and positions in Å:
C (4.381, 0.059, 1.219)  -0.2661
O (3.020, 0.238, 0.813)  -0.3775
C (2.098, -0.631, 1.110)  0.5487
C (0.754, -0.346, 0.605)  -0.2184
C (0.017, -1.371, -0.010)  -0.1276
C (-1.258, -1.098, -0.496)  -0.2276
C (-1.897, 0.139, -0.289)  0.0408
C (-3.321, 0.406, -0.739)  -0.6483
C (-1.151, 1.135, 0.353)  -0.1949
C (0.183, 0.934, 0.702)  -0.1599
H (4.675, 1.033, 1.606)  0.2341
H (4.425, -0.721, 1.983)  0.2127
H (4.975, -0.193, 0.339)  0.2229
H (2.395, -1.672, 1.230)  0.2331
H (0.494, -2.347, -0.114)  0.2389
H (-1.779, -1.851, -1.103)  0.2401
H (-3.501, 1.471, -0.899)  0.2340
H (-3.497, -0.069, -1.704)  0.2394
H (-4.072, 0.034, -0.028)  0.2403
H (-1.585, 2.122, 0.500)  0.2266
H (0.786, 1.793, 0.981)  0.2571
C (3.611, 0.332, 7.584)  -0.6655
C (3.408, -0.518, 6.420)  0.3147
C (3.659, -1.849, 6.188)  -0.3312
C (3.065, -2.119, 4.913)  -0.2448
C (2.402, -0.986, 4.463)  -0.0760
B (1.091, -0.621, 3.549)  0.9880
N (-0.418, -0.279, 4.186)  -0.4092
C (-0.541, -0.704, 5.598)  -0.4117
C (-0.668, 1.185, 3.990)  -0.3388
C (0.578, 1.710, 3.333)  0.8039
O (0.813, 2.865, 3.036)  -0.5313
O (1.438, 0.683, 2.995)  -0.7254
C (-1.347, -1.093, 3.337)  -0.3427
C (-0.526, -2.275, 2.915)  0.7939
O (-0.882, -3.420, 2.735)  -0.5078
O (0.774, -1.829, 2.766)  -0.7359
O (2.740, 0.023, 5.345)  -0.4437
H (3.952, -0.285, 8.430)  0.2414
H (4.356, 1.117, 7.397)  0.2397
H (2.684, 0.845, 7.890)  0.2282
H (4.174, -2.535, 6.872)  0.2455
H (3.147, -3.064, 4.383)  0.2310
H (-1.608, -0.710, 5.867)  0.2172
H (-0.108, -1.710, 5.732)  0.2473
H (-0.001, 0.023, 6.226)  0.2368
H (-1.552, 1.272, 3.335)  0.2532
H (-0.857, 1.741, 4.916)  0.2664
H (-2.267, -1.375, 3.852)  0.2524
H (-1.636, -0.537, 2.435)  0.2565

Output
- Electronic energy: -1268.6508 Ha
- Energy relative to the best compared isomer or geometry (same formula, charge and spin): 8.70 kcal per mole
- Gap between HOMO and LUMO: 6.04 eV
- HOMO: -10.93 eV
- Net charge: +1